Record 1
ORCA calculation (wB97M-V/def2-TZVPD) on a molecular structure, C3H5N4O2S in a non-equilibrium geometry.

## Properties
**Kohn-Sham gap**: 8.818 eV
**LUMO level**: 3.236 eV

Structure (ORCA input):
```
! RIJCOSX wB97M-V def2-TZVPD def2/J DEFGRID3
* xyz -1 1
S 0.1001 -1.3576 0.0657
O 0.2347 -2.3746 -0.9294
O -0.1948 -1.8337 1.3805
N 2.6037 1.9816 -0.0529
N 3.6617 1.1609 0.1743
N 1.5695 1.2087 -0.1705
N 3.2768 -0.0980 0.2708
C -1.2786 -0.2170 -0.6462
C 1.9737 -0.0087 0.0233
C -2.1514 0.3761 0.4162
H -2.6112 1.2734 -0.0195
H -0.6832 0.6640 -1.1241
H -3.0651 -0.2108 0.6530
H -1.5671 0.2841 1.3885
H -1.8689 -0.8484 -1.4296
*
```

Here are the Mulliken charges for atoms 1 to 4, given in e: atom 1 (S): 0.90, atom 2 (O): -0.62, atom 3 (O): -0.59, atom 4 (N): -0.59

***

Record 2
ORCA calculation (wB97M-V/def2-TZVPD) on a single C3H6O2Si molecule in a non-equilibrium geometry.

## Properties
**Kohn-Sham gap**: 9.198 eV
**SMILES**: O=C=CCO[SiH3]
**LUMO level**: 0.225 eV

Structure (ORCA input):
```
! RIJCOSX wB97M-V def2-TZVPD def2/J DEFGRID3
* xyz 0 1
Si -1.0451 -2.1750 0.3733
O -0.3947 -0.7437 -0.0364
O 1.7438 3.5664 -0.9279
C 0.1741 0.5022 0.4057
C 0.7029 1.4010 -0.7009
C 1.3473 2.5039 -0.6317
H 0.5967 1.0347 -1.7858
H -0.5556 1.0209 1.1356
H 1.1010 0.3253 1.0591
H -2.1686 -1.9542 -0.7065
H -1.5419 -2.4167 1.7976
H 0.0400 -3.0648 0.0178
*
```

Here are the Mulliken charges for atoms 1 to 4, given in e: atom 1 (Si): 0.09, atom 2 (O): -0.04, atom 3 (O): -0.41, atom 4 (C): -0.21

***

Record 3
ORCA calculation (wB97M-V/def2-TZVPD) on a single CH5IN2S molecule in a non-equilibrium geometry.

## Properties
**Kohn-Sham gap (spin up / spin down)**: 6.704 / 7.159 eV
**LUMO level (spin up / spin down)**: 0.597 / -2.048 eV

Structure (ORCA input):
```
! RIJCOSX wB97M-V def2-TZVPD def2/J DEFGRID3
* xyz 0 3
I 0.4953 2.1078 1.5658
S 0.3324 0.8581 -0.5244
N 0.0046 -0.6706 -0.2683
N -1.0626 1.2103 -1.3164
C 0.6587 -1.4048 0.8162
H -1.5473 0.5520 -2.0062
H 0.4149 -0.8402 1.8200
H 0.0539 -2.2592 0.8163
H 1.7776 -1.6463 0.7075
H -1.1275 2.0929 -1.6105
*
```

Here are the Mulliken charges for atoms 1 to 4, given in e: atom 1 (I): -0.14, atom 2 (S): 0.19, atom 3 (N): -0.24, atom 4 (N): -0.42

***

Record 4
ORCA calculation (wB97M-V/def2-TZVPD) on a molecular structure, C5H7NO.

## Properties
**Kohn-Sham gap**: 10.560 eV
**LUMO level**: 0.866 eV

Structure (ORCA input):
```
! RIJCOSX wB97M-V def2-TZVPD def2/J DEFGRID3
* xyz 0 1
O 1.6512 -0.8280 -0.9482
N -0.5765 0.5493 1.2649
C 0.4876 1.0312 0.3389
C -0.2938 -0.8289 0.6339
C -1.2056 -0.4916 -0.5479
C -0.9208 0.9358 -0.1284
C 1.1095 -0.3420 0.2544
H -0.9088 -0.8388 -1.5416
H 2.0391 -0.0868 -1.4256
H -0.4326 -1.7323 1.2272
H 1.8011 -0.4907 1.0947
H 0.9825 1.9845 0.5070
H -2.2444 -0.7563 -0.3320
H -1.5082 1.8265 -0.3318
*
```

Here are the Mulliken charges for atoms 1 to 4, given in e: atom 1 (O): -0.54, atom 2 (N): -0.64, atom 3 (C): -0.37, atom 4 (C): -0.14

***

Record 5
ORCA calculation (wB97M-V/def2-TZVPD) on a gas-phase ion, C4H8N3 (charge +1) in a non-equilibrium geometry.

## Properties
**Kohn-Sham gap**: 9.530 eV
**SMILES**: [H]/N=C\CN[N+]#CC
**LUMO level**: -4.361 eV

Structure (ORCA input):
```
! RIJCOSX wB97M-V def2-TZVPD def2/J DEFGRID3
* xyz 1 1
N 0.6488 -1.1750 -0.3442
N -1.6097 1.6447 -0.1145
N -0.4285 -1.7206 0.0102
C -1.3224 -0.7399 0.5332
C 2.3773 0.7345 -0.2151
C 1.4795 -0.3501 -0.1556
C -1.6219 0.4706 -0.3964
H 1.8427 1.2523 0.5707
H -0.6418 -2.6433 -0.3704
H -0.9393 -0.2820 1.4362
H -2.2386 -1.2854 0.6616
H 3.4146 0.5829 -0.0478
H -1.8436 0.1439 -1.4225
H -1.3602 1.8265 0.8631
H 2.2431 1.5408 -1.0086
*
```

Here are the Mulliken charges for atoms 1 to 4, given in e: atom 1 (N): 0.13, atom 2 (N): -0.49, atom 3 (N): -0.16, atom 4 (C): -0.60

***

Record 6
ORCA calculation (wB97M-V/def2-TZVPD) on 4 unconnected molecules or ions with the total composition C4H16NO3 in a non-equilibrium geometry.

## Properties
**Kohn-Sham gap**: 10.278 eV
**LUMO level**: -2.993 eV

Structure (ORCA input):
```
! RIJCOSX wB97M-V def2-TZVPD def2/J DEFGRID3
* xyz 1 1
O -3.3904 -2.1129 -1.9452
O 5.3264 0.8207 4.6766
O -1.2413 4.2686 -1.4030
N -1.4129 -0.2051 -1.3819
C -1.2756 -1.1394 0.8157
C 1.6882 -1.4939 -0.3332
C -0.6114 -0.5300 -0.1358
C 0.8385 -0.2225 -0.2566
H -0.6866 -1.4821 1.6616
H 1.4350 -2.1361 0.5064
H -4.0237 -2.3423 -2.6334
H 5.0849 -0.1110 4.7160
H 1.7044 -2.0542 -1.2690
H 1.1116 0.4777 -1.0515
H 2.7406 -1.2652 -0.2620
H -0.4013 4.7075 -1.2276
H -2.2824 -0.7549 -1.3484
H -1.6005 0.7996 -1.4091
H 4.7171 1.2379 5.2937
H -2.3413 -1.2850 0.9345
H -0.9067 -0.4448 -2.2272
H -3.5839 -2.7418 -1.2401
H 1.1422 0.3557 0.6084
H -1.5482 4.6603 -2.2340
*
```

Here are the Mulliken charges for atoms 1 to 4, given in e: atom 1 (O): -0.66, atom 2 (O): -0.64, atom 3 (O): -0.65, atom 4 (N): -0.18

***

Record 7
ORCA calculation (wB97M-V/def2-TZVPD) on a molecular structure, C34H27ClN4O4RuS2.

## Properties
**Kohn-Sham gap (spin up / spin down)**: 5.967 / 3.682 eV
**LUMO level (spin up / spin down)**: -3.324 / -6.315 eV

Structure (ORCA input):
```
! RIJCOSX wB97M-V def2-TZVPD def2/J DEFGRID3
* xyz 1 6
Ru 1.1947 -0.1962 -0.2534
Cl 5.3942 -4.1786 4.1212
S -1.4860 0.2207 1.5658
S -2.9450 0.3420 -4.9029
O -2.7870 0.3582 -6.3391
O -3.0499 1.6534 -4.2694
O -3.8547 -0.6541 -4.3634
O 1.5007 -2.0843 0.4555
N -0.8222 -0.2639 0.1767
N 1.1712 1.7017 -0.9699
N 2.7878 0.5455 0.7609
N 2.2591 -0.8108 -2.2439
C 2.3769 -3.8565 1.6370
C -0.1024 -1.1660 -2.5076
C 3.5427 -0.1859 1.6186
C -2.7810 -2.1736 1.9429
C 2.0956 2.5174 -0.3638
C 3.2853 -4.4130 2.4983
C -4.4689 1.7849 -0.6359
C 2.1743 3.8760 -0.6865
C 2.9791 1.9153 0.5766
C -0.1646 0.2123 -4.8890
C -2.9977 -3.3453 2.6436
C -1.5501 -2.5767 4.4174
C -2.3789 -3.5456 3.8753
C 0.3508 2.1793 -1.8938
C -3.0816 0.8385 1.0634
C -5.3545 1.3533 1.5649
C 3.1556 4.6724 -0.0386
C -5.5274 1.7998 0.2590
C 3.4111 -1.5801 1.8646
C 1.0624 -0.0508 -4.2888
C -1.3148 -1.3981 3.7190
C -1.3570 -0.1821 -4.2859
C 4.2981 -2.1732 2.7452
C -1.9333 -1.2147 2.4918
C 1.0736 -0.6912 -3.0633
C -3.2282 1.3104 -0.2333
C -1.3192 -0.9146 -3.1085
C 3.9231 2.7146 1.1774
C -4.1264 0.8669 1.9805
C 4.2454 -3.5597 3.0498
C 3.9983 4.0931 0.8631
C 0.3719 3.5308 -2.2608
C 1.2719 4.3667 -1.6583
C 2.4007 -2.4743 1.2842
H -0.3305 1.4745 -2.3581
H -2.5542 -4.4654 4.4170
H -1.3858 -0.9729 -0.2863
H 5.0650 -1.5772 3.2208
H 3.2244 5.7259 -0.2714
H -6.4968 2.1537 -0.0636
H 1.9844 0.3048 -4.7331
H -3.6550 -4.1006 2.2353
H 1.3130 5.4136 -1.9326
H -2.3988 1.2886 -0.9271
H -4.6023 2.1315 -1.6521
H -0.0603 -1.7725 -1.6092
H -3.2788 -2.0015 0.9958
H -3.9938 0.5082 2.9927
H 3.2769 -5.4626 2.7483
H -0.2181 0.7520 -5.8261
H 4.6205 2.3080 1.8948
H -1.0883 -2.7319 5.3826
H 4.7534 4.6939 1.3510
H -0.3178 3.8795 -3.0163
H -0.6662 -0.6326 4.1256
H -6.1821 1.3740 2.2606
H 4.3257 0.3195 2.1679
H -2.2581 -1.2535 -2.6878
H 1.6032 -4.4557 1.1759
H 2.5664 -1.7719 -2.1119
H 3.0604 -0.2931 -2.5888
*
```

Here are the Mulliken charges for atoms 1 to 4, given in e: atom 1 (Ru): 0.40, atom 2 (Cl): -0.12, atom 3 (S): 0.15, atom 4 (S): 1.38

***

Record 8
ORCA calculation (wB97M-V/def2-TZVPD) on a single C20H19N7O2S molecule in a non-equilibrium geometry.

## Properties
**Kohn-Sham gap**: 7.830 eV
**SMILES**: CC(C)[C@H]1COC(=O)N1c1ccn2ncc(-c3ccc(-c4nnc(N)s4)cc3)c2n1
**LUMO level**: -0.133 eV

Structure (ORCA input):
```
! RIJCOSX wB97M-V def2-TZVPD def2/J DEFGRID3
* xyz 0 1
S -3.2771 -3.6731 -4.2397
O -2.5079 4.7559 0.8902
O -0.2506 5.2193 1.2074
N -1.0614 -4.4715 -5.0217
N -4.2953 -5.8278 -5.4534
N -1.8999 -5.3042 -5.6426
N 0.0995 1.2773 0.5202
N -0.9857 3.0918 1.5504
N 3.5990 0.0686 0.6697
N 2.4923 0.9054 0.9209
C 1.2759 0.5585 0.3434
C 0.6700 -1.0750 -1.5045
C 0.6120 -2.4386 -3.5149
C -1.4227 -1.8472 -2.3820
C 2.6744 2.1930 1.4776
C -3.1058 -5.0983 -5.2493
C -2.5015 0.5255 2.9736
C 0.1967 2.4683 1.0580
C 1.5302 -0.4642 -0.4248
C -0.7713 -2.5071 -3.4352
C -3.2905 3.5801 1.0757
C -0.7231 -1.0678 -1.4320
C 2.9685 -0.7265 -0.1891
C -1.1728 4.4153 1.2401
C 1.2781 -1.8196 -2.4991
C -1.7741 2.5564 4.1793
C -2.2945 2.4860 1.6362
C -1.5800 -3.5602 -4.2251
C 1.4814 2.9426 1.5314
C -2.5978 1.9735 3.0463
H -3.5905 2.1371 3.2425
H 1.1259 -2.9179 -4.3522
H -2.4902 -2.0470 -2.2106
H -3.2705 0.1165 2.3004
H -2.6949 0.2174 4.0168
H 3.5664 -1.5403 -0.6884
H -3.7184 3.1657 0.1033
H 1.5977 3.9638 1.8291
H -0.6996 2.1472 4.1897
H -4.2327 -6.6587 -6.0264
H -2.3470 1.5853 1.0092
H -1.4415 0.3073 2.6104
H -1.3191 -0.5045 -0.7397
H -5.1181 -5.5999 -4.8755
H 3.6472 2.5552 1.6922
H -1.7719 3.5921 3.9727
H -4.1997 3.7774 1.7352
H 2.2915 -2.0503 -2.3633
H -2.2562 2.3136 5.1359
*
```

Here are the Mulliken charges for atoms 1 to 4, given in e: atom 1 (S): -0.29, atom 2 (O): -0.34, atom 3 (O): -0.60, atom 4 (N): -0.14

***

| no. | calculated total energy (hartree) |
| --- | --- |
| 1 | -884.93280 |
| 2 | -557.80469 |
| 3 | -846.32935 |
| 4 | -324.61636 |
| 5 | -321.08828 |
| 6 | -442.21213 |
| 7 | -3182.93435 |
| 8 | -1705.40437 |